1.
{
  "formula": "C16H36Br3N5O5",
  "method": "ωB97M-V with the def2-TZVPD basis set",
  "elements": ["C", "C", "O", "N", "C", "H", "H", "H", "H", "H", "H", "H", "C", "C", "O", "N", "C", "H", "H", "H", "H", "H", "H", "H", "C", "C", "O", "N", "C", "H", "H", "H", "H", "H", "H", "H", "C", "C", "O", "N", "C", "H", "H", "H", "H", "H", "H", "H", "C", "C", "O", "N", "C", "H", "H", "H", "H", "H", "H", "H", "C", "Br", "Br", "Br", "H"],
  "xyz": [[12.50795, 17.28598, 0.04481], [11.27315, 17.56000, -0.79858], [10.53915, 16.60708, -1.13609], [11.20159, 18.73923, -1.39127], [10.17496, 19.01597, -2.52961], [12.32342, 16.42187, 0.68306], [12.72670, 18.08907, 0.74859], [13.39654, 17.06124, -0.54510], [11.92260, 19.42604, -1.22228], [9.54505, 19.82477, -2.15925], [9.58547, 18.14127, -2.80436], [10.63675, 19.35308, -3.45762], [5.32213, 28.12354, -1.53216], [5.93551, 26.80130, -1.20756], [7.14864, 26.66600, -1.25428], [5.05103, 25.84387, -0.85168], [5.57409, 24.46442, -0.57234], [5.20796, 28.70146, -0.61506], [4.32190, 27.98876, -1.94385], [5.99794, 28.63790, -2.21539], [4.06323, 25.87572, -1.05987], [6.36167, 24.43695, 0.18071], [5.81163, 23.92545, -1.48950], [4.63808, 24.00595, -0.25332], [5.36356, 15.00777, 0.96456], [4.60429, 16.08493, 0.16289], [4.26897, 17.09545, 0.79812], [4.31156, 15.86251, -1.12770], [3.89930, 16.94361, -1.97602], [5.55665, 15.31824, 1.99141], [6.36761, 14.78553, 0.60317], [4.67109, 14.16627, 0.94285], [4.56061, 15.00928, -1.60736], [3.67626, 16.50852, -2.95021], [4.76695, 17.60299, -1.99833], [3.08167, 17.37886, -1.40145], [7.21269, 19.09705, 0.40421], [6.16298, 20.09075, -0.10934], [6.52129, 21.04960, -0.78351], [4.95995, 19.81969, 0.12975], [3.97978, 20.57676, -0.60684], [6.75989, 18.21174, 0.85065], [7.88971, 19.62361, 1.07688], [7.83207, 18.62754, -0.36000], [4.59344, 19.01310, 0.61471], [4.26447, 20.92523, -1.59962], [3.53330, 21.37984, -0.02048], [3.22863, 19.80886, -0.79178], [0.25370, 25.13306, -1.49624], [1.58456, 24.97587, -2.31630], [2.33925, 25.93420, -2.31296], [1.87862, 23.81382, -2.93514], [3.12160, 23.41970, -3.47191], [0.31119, 24.69092, -0.50160], [-0.66004, 24.64285, -1.83220], [-0.08269, 26.15388, -1.31504], [1.16710, 23.10834, -2.80812], [3.58411, 22.78890, -2.71279], [3.76291, 24.22378, -3.83283], [2.97557, 22.84843, -4.38867], [6.35220, 20.96227, -3.99358], [4.69066, 20.71965, -5.01160], [7.70170, 22.03448, -5.00350], [6.85881, 19.16898, -3.36469], [6.07776, 21.56142, -3.12536]],
  "homo_energy_ev": [-10.91, -10.91],
  "charge": 1,
  "multiplicity": 2,
  "fmax_ev_per_a": 5.967
}

2.
{
  "formula": "C25H29N3O4",
  "method": "ωB97M-V with the def2-TZVPD basis set",
  "elements": ["C", "C", "H", "H", "C", "C", "C", "C", "C", "C", "C", "H", "O", "C", "H", "H", "H", "O", "C", "C", "C", "C", "C", "O", "C", "O", "N", "C", "H", "C", "N", "C", "N", "C", "C", "C", "C", "H", "H", "H", "H", "C", "H", "C", "H", "H", "H", "H", "H", "H", "H", "H", "H", "H", "H", "H", "H", "H", "H", "H", "H"],
  "xyz": [[-7.69712, -0.79014, 1.93739], [-6.90296, -1.94260, 1.33727], [-7.53307, -2.83381, 1.29226], [-6.04976, -2.16772, 1.98055], [-6.39694, -1.62100, -0.07563], [-5.41094, -0.48828, -0.06430], [-5.78282, 0.80073, -0.40978], [-4.85594, 1.82354, -0.36947], [-3.54249, 1.60175, 0.02564], [-3.16175, 0.30382, 0.40664], [-4.10144, -0.71535, 0.33830], [-3.81758, -1.71922, 0.61297], [-1.87281, 0.10545, 0.83934], [-1.39153, -1.21184, 0.94169], [-1.87111, -1.75645, 1.76146], [-1.52407, -1.76228, 0.00523], [-0.32699, -1.11688, 1.15320], [-2.74902, 2.72285, 0.01496], [-1.34675, 2.61247, -0.02160], [-0.85741, 1.68503, -1.08762], [-1.44786, 1.22724, -2.23143], [-0.54554, 0.29944, -2.79254], [0.54858, 0.26743, -1.96688], [0.35122, 1.11668, -0.92226], [1.71403, -0.62438, -2.10202], [1.59271, -1.65704, -2.74643], [2.89395, -0.28452, -1.52786], [3.21161, 0.90467, -0.77749], [2.38659, 1.61132, -0.79199], [3.55774, 0.50965, 0.66917], [4.65955, -0.42253, 0.67284], [5.96961, -0.02671, 0.76311], [6.87469, -0.89556, 0.30271], [8.15925, -0.61559, 0.41923], [8.64540, 0.54546, 0.98951], [7.71310, 1.45525, 1.47458], [6.36777, 1.17882, 1.36800], [5.64872, 1.88117, 1.75731], [8.03754, 2.37727, 1.93611], [9.70422, 0.73511, 1.05653], [8.82670, -1.37091, 0.02345], [4.34548, -1.61208, -0.09382], [5.21499, -2.26674, -0.08056], [3.98422, -1.24054, -1.53640], [3.65911, -2.11626, -2.09873], [4.85637, -0.79379, -2.02532], [3.49453, -2.10989, 0.38148], [3.78872, 1.39702, 1.25402], [2.69047, 0.01542, 1.12036], [4.09321, 1.37607, -1.23271], [-0.66975, -0.27389, -3.68748], [-2.40886, 1.50656, -2.61174], [-0.94190, 2.28337, 0.94434], [-1.00326, 3.63736, -0.21322], [-5.12628, 2.82921, -0.65041], [-6.79442, 1.00785, -0.72379], [-5.92360, -2.51352, -0.49147], [-7.24787, -1.36123, -0.70768], [-8.56326, -0.56187, 1.31992], [-8.04591, -1.04738, 2.93495], [-7.07904, 0.10203, 2.00609]],
  "homo_energy_ev": -7.89,
  "relative_energy_kj_mol": 357.2,
  "smiles": "CCCc1ccc(OCc2ccc(C(=O)N3CCN(c4ccccn4)CC3)o2)c(OC)c1",
  "fmax_ev_per_a": 1.256
}

3.
{
  "formula": "C32H72N5O3",
  "method": "ωB97M-V with the def2-TZVPD basis set",
  "elements": ["N", "O", "O", "O", "C", "C", "C", "N", "C", "C", "C", "C", "C", "H", "H", "H", "H", "H", "H", "H", "H", "H", "H", "H", "H", "H", "H", "H", "H", "H", "H", "C", "C", "C", "N", "C", "C", "C", "C", "C", "H", "H", "H", "H", "H", "H", "H", "H", "H", "H", "H", "H", "H", "H", "H", "H", "H", "H", "C", "C", "C", "N", "C", "C", "C", "C", "C", "H", "H", "H", "H", "H", "H", "H", "H", "H", "H", "H", "H", "H", "H", "H", "H", "H", "H", "C", "C", "C", "N", "C", "C", "C", "C", "C", "H", "H", "H", "H", "H", "H", "H", "H", "H", "H", "H", "H", "H", "H", "H", "H", "H", "H"],
  "xyz": [[-0.01504, -0.74057, -0.19928], [-0.76521, -1.06648, 0.67499], [1.16112, -0.45290, 0.06229], [-0.41616, -0.71919, -1.31775], [5.81213, 2.57426, -1.35965], [4.74796, 1.51844, -1.70576], [4.90489, 0.98860, -3.17898], [3.75977, -0.02152, -3.52745], [3.71618, -1.25358, -2.57884], [3.94036, -0.50161, -5.01053], [3.08870, 0.29597, -5.93067], [1.81622, 0.42740, -5.01062], [2.39662, 0.68833, -3.58978], [6.82333, 2.17539, -1.44021], [5.70601, 2.89689, -0.32392], [5.90423, 3.51968, -1.89426], [3.77678, 2.01177, -1.66666], [4.72225, 0.74645, -0.93669], [5.81616, 0.42180, -3.36983], [4.61889, 1.86358, -3.76269], [4.50723, -1.89286, -2.97083], [2.73186, -1.71767, -2.64074], [3.84324, -1.00322, -1.52562], [3.65464, -1.55021, -5.09355], [5.01565, -0.53242, -5.18633], [2.94369, -0.27661, -6.84676], [3.39558, 1.29248, -6.24832], [1.17336, -0.45030, -5.07755], [1.15638, 1.19700, -5.41113], [1.69111, 0.21737, -2.90527], [2.54094, 1.74984, -3.38863], [0.85111, -3.47745, 2.32254], [-0.33731, -4.37487, 2.03442], [-0.81011, -4.42492, 0.60193], [-2.30704, -4.80110, 0.43472], [-2.43127, -6.21964, 0.99321], [-3.28093, -3.69699, 0.97777], [-3.85635, -3.00860, -0.35176], [-2.98117, -3.50169, -1.48595], [-2.65765, -4.93446, -1.04731], [1.23956, -3.78085, 3.29473], [0.66214, -2.40576, 2.38474], [1.63690, -3.63150, 1.58301], [-1.08674, -4.10987, 2.78022], [0.03723, -5.38043, 2.22592], [-0.22237, -5.14361, 0.03085], [-0.73524, -3.47980, 0.06411], [-3.46638, -6.46281, 1.23301], [-1.92259, -6.33607, 1.95019], [-1.98262, -6.84862, 0.22432], [-3.97415, -4.26087, 1.60192], [-2.77874, -2.90784, 1.53737], [-4.91386, -3.22519, -0.50299], [-3.78157, -1.95890, -0.06779], [-3.47889, -3.53872, -2.45497], [-2.07105, -2.90291, -1.52121], [-3.57340, -5.52565, -1.04850], [-1.86454, -5.46940, -1.56973], [2.40684, 3.89520, 0.76737], [2.50589, 2.46568, 1.35341], [3.82102, 2.12508, 2.15991], [3.69270, 0.91750, 3.11182], [3.07024, -0.28231, 2.40242], [2.99571, 1.29432, 4.43230], [4.09506, 2.01358, 5.20148], [5.41378, 1.34556, 4.85021], [5.10337, 0.43992, 3.62883], [3.28031, 4.10155, 0.14885], [2.44647, 4.72870, 1.46866], [1.53864, 3.97422, 0.11308], [2.45392, 1.73597, 0.54537], [1.64586, 2.27400, 1.99505], [4.31045, 2.97620, 2.63336], [4.55527, 1.65469, 1.50591], [3.08502, -1.06050, 3.16550], [3.59093, -0.53403, 1.47850], [2.01720, -0.03731, 2.26386], [2.76004, 0.35532, 4.93313], [2.17431, 1.96019, 4.16768], [3.73835, 1.58752, 6.13921], [3.98496, 3.09799, 5.19554], [5.77179, 0.66290, 5.62086], [6.09379, 2.11950, 4.49425], [5.05244, -0.61285, 3.90667], [5.80907, 0.47675, 2.79894], [-8.94814, 3.27197, 0.24635], [-7.73456, 2.84283, -0.52236], [-6.82143, 1.86685, 0.20658], [-5.30520, 1.75267, -0.26843], [-5.31530, 1.14292, -1.62674], [-4.35211, 0.98025, 0.74010], [-2.98527, 1.48732, 0.41088], [-3.15438, 3.00076, 0.27948], [-4.61803, 3.20369, -0.29030], [-8.71184, 3.87573, 1.12256], [-9.46866, 2.39401, 0.62890], [-9.59919, 3.89837, -0.36345], [-7.22567, 3.73605, -0.88469], [-8.13528, 2.40986, -1.43891], [-7.26225, 0.87075, 0.16693], [-6.66654, 2.27655, 1.20470], [-6.06400, 1.63205, -2.24987], [-5.52474, 0.08479, -1.46992], [-4.35467, 1.25676, -2.12906], [-4.48925, -0.09256, 0.60454], [-4.77482, 1.32479, 1.68387], [-2.49639, 1.08432, -0.47607], [-2.15227, 1.22101, 1.06150], [-2.37691, 3.37656, -0.38566], [-3.10943, 3.38980, 1.29670], [-4.74028, 3.56672, -1.31077], [-5.10865, 3.87197, 0.41736]],
  "homo_energy_ev": [-5.40, -12.34],
  "charge": 2,
  "relative_energy_kj_mol": 23.2,
  "multiplicity": 2,
  "fmax_ev_per_a": 4.964
}

4.
{
  "formula": "C2H3ClSi",
  "method": "ωB97M-V with the def2-TZVPD basis set",
  "elements": ["C", "C", "Si", "Cl", "H", "H", "H"],
  "xyz": [[1.08731, -1.62304, -0.13226], [0.49224, -0.59045, 0.18575], [-0.62810, 0.82512, -0.06326], [-3.98312, -0.42054, 0.32841], [1.76308, -2.35438, 0.03002], [-1.24098, 1.70746, 0.93119], [-0.85240, 1.14816, -1.41515]],
  "homo_energy_ev": [-8.69, -8.44],
  "relative_energy_kj_mol": 400.8,
  "fmax_ev_per_a": 5.036
}